Density functional theory data (the ωB97M-V functional and the def2-TZVPD basis) for a cluster of 2 separate species, C2H9N2PS3 in total.

The geometry in XYZ format:
```
17
Properties=species:S:1:pos:R:3:forces:R:3:nbo_charge:R:1
C -2.45452 -0.54894 1.10088 1.1 -0.3 1.5 -0.74
C 0.95552 2.45595 -1.10281 0.0 0.2 -2.0 -0.73
N 1.34804 -2.51134 1.63716 -2.5 -0.8 0.7 -0.33
N 0.40477 -3.16568 1.09885 0.7 0.8 -1.7 -0.33
P 0.05180 -0.30421 -0.26002 -0.1 -0.1 -0.8 0.38
S 1.51866 -0.04643 1.03041 1.4 0.0 1.2 -0.60
S -1.43174 0.89488 0.56734 -1.3 -0.6 -0.3 -0.09
S 0.65240 0.85225 -1.92210 -0.8 0.4 -0.4 -0.06
H -3.31697 -0.07647 1.58198 -0.3 -0.5 -0.5 0.23
H -1.88297 -1.01046 1.96091 -0.6 0.3 -0.9 0.21
H -2.62734 -1.36990 0.36164 -0.2 1.2 0.4 0.23
H 1.01128 3.34867 -1.73645 0.1 -0.7 -0.6 0.23
H 1.87799 2.27985 -0.68876 2.3 0.1 1.2 0.22
H 0.31123 2.76714 -0.35440 -1.7 -0.1 1.5 0.22
H 2.23657 -2.24037 1.32943 1.5 0.2 -1.2 0.42
H 1.07119 -2.17361 2.52867 0.4 0.3 1.2 0.41
H 0.62806 -3.23649 0.08135 -0.1 -0.5 0.7 0.34
```
Forces are in eV/Å.

Values from the calculation:
energy relative to the best compared isomer or geometry (same formula, charge and spin)	31.7	kcal/mol
HOMO energy (alpha / beta)	-7.914 / -7.928	eV
LUMO (alpha / beta)	-0.0488 / -0.0433	Ha
orbital gap (alpha / beta)	6.587 / 6.749	eV
maximum force	2.8	eV/Å